{
  "formula": "C9H17P",
  "method": "ωB97M-V/def2-TZVPD",
  "elements": ["C", "C", "C", "C", "C", "C", "C", "C", "C", "P", "H", "H", "H", "H", "H", "H", "H", "H", "H", "H", "H", "H", "H", "H", "H", "H", "H"],
  "positions_angstrom": [[-0.81580, -1.81654, -0.52543], [-1.72880, -0.86310, -0.52201], [-0.10010, -0.54676, -1.00702], [3.40386, 0.83993, -0.12164], [2.42439, -1.37992, 0.80123], [-3.16934, 0.16066, 1.53352], [-3.08797, 1.35951, -0.92419], [0.86845, 0.34623, -0.31157], [2.30321, -0.30079, -0.23898], [-3.40343, -0.31796, -0.25407], [-0.62823, -2.75828, -0.11217], [-0.01657, -0.32393, -2.09707], [3.62031, 1.33773, -1.10343], [4.31484, 0.31903, 0.11645], [3.17581, 1.53381, 0.68954], [3.44712, -1.62926, 0.88608], [1.87686, -2.18493, 0.32467], [1.83652, -1.10494, 1.71065], [-2.48751, 1.13108, 1.49937], [-2.59490, -0.47298, 2.08811], [-4.10209, 0.33632, 1.95680], [-3.06076, 1.36409, -2.02104], [-2.12877, 1.72541, -0.43159], [-3.95918, 1.96046, -0.66473], [0.92125, 1.37332, -0.79588], [0.65734, 0.58024, 0.77315], [2.43348, -0.66842, -1.24876]],
  "mulliken_charge": [-0.544, 0.055, -0.304, -1.449, -1.233, -1.042, -0.944, -0.725, 0.544, -0.044, 0.434, 0.360, 0.347, 0.411, 0.330, 0.435, 0.269, 0.275, 0.225, 0.404, 0.362, 0.334, 0.217, 0.346, 0.312, 0.328, 0.296],
  "smiles": "CC(C)C[C@H]1C=C1P(C)C",
  "e_above_lowest_kcal_mol": 29.82,
  "energy_ha": -694.33145
}